ORCA calculation (the ωB97M-V functional and the def2-TZVPD basis) on C16H33Cl2N4O2Ta as an isolated structure in a non-equilibrium geometry.

ORCA input file:
```
! wB97M-V def2-TZVPD RIJCOSX def2/J DEFGRID3
* xyz 0 1
Ta -0.18184 0.68145 0.42764
N -1.35909 2.17091 1.06572
N 1.57640 1.50572 1.17137
N -1.02736 -1.15609 -0.46552
N 1.02002 -0.53268 -0.94710
H -0.57789 4.06512 0.50320
C -0.91995 3.51870 1.40006
H -0.16303 3.50499 2.20493
H -1.77569 4.07488 1.78876
H -3.30168 2.86516 0.97521
C -2.78347 1.93902 1.24195
H -3.03115 1.77520 2.29996
H -3.16810 1.11514 0.61825
C 2.29165 2.46250 0.34066
H 3.31606 2.11521 0.11092
H 1.77624 2.58023 -0.61966
H 2.37698 3.47295 0.78954
H 3.24840 0.92195 2.37101
C 2.24052 1.36106 2.46709
H 2.35186 2.31952 3.00689
H 1.67416 0.69912 3.12701
C -2.34498 -1.76983 -0.66442
H -2.95219 -1.04801 -1.25489
C -3.03404 -2.01109 0.67201
H -3.32926 -1.09044 1.17529
H -3.94156 -2.60287 0.52168
H -2.39561 -2.58235 1.35579
C -2.20321 -3.05458 -1.44112
H -3.15590 -3.58532 -1.46061
H -1.93003 -2.82956 -2.46973
H -1.45121 -3.69955 -0.98866
H 3.37440 -1.22313 -3.25387
C 2.33183 -1.20404 -2.92058
H 1.98820 -2.24148 -2.80010
H 1.72438 -0.67051 -3.65937
C 2.31256 -0.44853 -1.60738
H 2.43107 0.62858 -1.81849
C 3.41081 -0.88075 -0.64923
H 3.02155 -1.52487 0.14541
H 4.20398 -1.42982 -1.16964
H 3.89947 -0.01425 -0.19573
H 0.02724 -2.10254 -1.94938
C 0.05220 -1.41551 -1.15337
C -0.56186 1.52421 -1.53840
H -1.61379 1.59017 -1.23218
H -0.00998 2.48339 -1.31546
C -0.37963 1.03133 -3.02608
H 0.10005 1.65868 -3.80272
C -0.83686 -0.14964 -3.49110
H -1.75974 -0.52648 -3.09545
H -0.21947 -0.93105 -3.94106
Cl 0.78711 -1.06948 5.01143
C -0.00184 -2.07197 3.78090
Cl -1.67029 -2.52631 4.14466
C -0.01458 -1.15633 2.53008
O 0.92778 -1.24625 1.72057
O -0.95399 -0.28586 2.33364
H 0.58434 -2.98406 3.62969
*
```

Properties
**Energy above the lowest of the compared OMol25 structures with the same formula, charge and spin**: 81.84 kJ/mol
**Orbital gap**: 8.29 eV
**Calculated total energy**: -53777.742 eV

=====

ORCA calculation (the ωB97M-V functional and the def2-TZVPD basis) on C16H33ClP2Pt as an isolated structure in a non-equilibrium geometry.

ORCA input file:
```
! wB97M-V def2-TZVPD RIJCOSX def2/J DEFGRID3
* xyz 2 5
P 0.16267 -2.39977 -2.28617
P -0.01718 3.06586 -2.20936
C 1.34629 0.85893 -3.28182
C 1.60969 2.30048 -3.11264
H 0.86188 0.61071 -4.27517
H 2.18410 0.15615 -3.23960
H 2.65936 2.54077 -2.75673
H 1.32545 2.95564 -3.94526
C -1.61058 3.80186 -3.16866
H -2.12087 4.32935 -2.35319
H -2.33373 2.99766 -3.44915
H -1.32070 4.45346 -4.03116
C 1.06014 4.49930 -1.74787
H 1.13131 5.20544 -2.61401
H 2.05936 4.08110 -1.50027
H 0.65428 4.90522 -0.79843
C -0.87596 -3.54524 -3.23523
H -1.16102 -4.32484 -2.53047
H -0.39239 -4.00944 -4.11946
H -1.85316 -3.09568 -3.47900
C 1.82696 -3.01934 -2.65135
H 2.60276 -2.27608 -2.56136
H 2.04811 -3.60977 -3.53796
H 1.91106 -3.62265 -1.76684
Pt -0.61168 -0.10209 -3.26806
C 0.03553 1.45968 -5.73837
C -1.21231 1.32874 -5.20873
C -2.19132 0.45216 -5.87660
C -1.70161 -1.01833 -6.06567
C -0.81306 -1.41269 -4.91336
C 0.54864 -1.51480 -5.03151
C 1.25490 -0.80577 -6.17359
C 0.74044 0.60507 -6.67981
C -0.19427 -2.58491 -0.57570
H 0.68611 2.25074 -5.40204
H -1.45955 1.98166 -4.40282
H -2.41229 0.84205 -6.89638
H -3.08269 0.49380 -5.24718
H -2.57492 -1.70696 -6.00676
H -1.22775 -1.17045 -7.05621
H -1.48729 -1.99507 -4.30507
H 1.07438 -2.27211 -4.44396
H 1.22637 -1.49475 -7.05013
H 2.33467 -0.77226 -5.92140
H 1.68402 1.14230 -6.92998
H 0.19181 0.39480 -7.60825
H 0.57589 -1.93187 -0.17172
H -0.02828 -3.65516 -0.30988
H -1.18907 -2.16271 -0.48324
Cl 0.72286 0.56691 -0.01493
C -0.85655 0.79748 -0.85503
H -1.23303 1.86049 -0.58050
H -1.56898 0.08726 -0.45926
*
```

Properties
**Energy above the lowest of the compared OMol25 structures with the same formula, charge and spin**: 405.94 kJ/mol
**Orbital gap (spin up / spin down)**: 6.60 / 5.64 eV
**Calculated total energy**: -51446.914 eV

=====

ORCA calculation (the ωB97M-V functional and the def2-TZVPD basis) on C16H33F7O5Si2 as an isolated structure in a non-equilibrium geometry.

ORCA input file:
```
! wB97M-V def2-TZVPD RIJCOSX def2/J DEFGRID3
* xyz 0 1
C -0.69146 1.61279 -0.05134
C 0.42643 2.36915 -0.69388
O 0.69505 3.52185 -0.45581
O 1.13349 1.65656 -1.63345
C 2.49305 1.35225 -1.28610
Si 2.62230 -0.28606 -0.34988
O 3.66984 -0.16878 0.91933
Si 3.11774 -0.24504 2.47078
F 2.50246 -1.70225 2.69950
C 4.46429 0.11909 3.69300
C 5.39889 -1.01404 4.10184
C 4.71978 -2.23064 4.73044
F 6.11672 -1.41894 2.95511
C 3.34238 -1.65867 -1.53218
F 4.44020 -2.23422 -0.95198
F 3.76222 -1.06254 -2.70264
C 2.36670 -2.81208 -1.94106
F 1.09015 -2.42835 -1.74535
F 2.48979 -3.14232 -3.22072
F 2.58093 -3.89821 -1.20059
H -1.64829 2.06023 -0.32348
H -0.71753 0.56732 -0.34973
H -0.59924 1.69385 1.03451
H 2.94543 2.16608 -0.71387
H 3.02701 1.26306 -2.23375
H 1.29183 -0.66971 0.14126
H 2.01282 0.72265 2.62567
H 5.06021 0.95715 3.32015
H 3.96826 0.47287 4.60511
H 6.13774 -0.61683 4.80523
H 4.80158 -3.08534 4.06036
H 3.66340 -2.05908 4.92910
H 5.19704 -2.49408 5.67524
C -5.28143 0.48802 3.16388
C -4.62690 0.82010 1.83431
O -3.21537 0.70124 1.83820
C -2.69412 -0.58302 2.12691
C -3.11743 -1.66241 1.14574
H -4.87308 1.11419 3.95794
H -6.35548 0.66435 3.10076
H -5.13486 -0.55549 3.44568
H -4.81485 1.86345 1.58163
H -5.06218 0.21528 1.03082
H -2.93859 -0.87884 3.15362
H -1.61074 -0.45835 2.08439
H -4.19328 -1.83946 1.16759
H -2.62256 -2.60192 1.39341
H -2.84174 -1.38282 0.12758
C -0.89294 -0.23206 -4.15719
C -2.21533 0.02435 -3.45558
O -2.35456 1.33872 -2.94452
C -2.26829 2.38874 -3.89156
C -3.32254 2.32951 -4.98338
H -0.06761 0.00284 -3.48267
H -0.82055 -1.28124 -4.44596
H -0.77440 0.37018 -5.05865
H -2.29437 -0.61766 -2.57723
H -3.05552 -0.23187 -4.11133
H -1.26436 2.43114 -4.32898
H -2.39516 3.29975 -3.30669
H -3.21795 1.44208 -5.60890
H -3.23191 3.20170 -5.63129
H -4.32311 2.32180 -4.54933
*
```

Properties
**Energy above the lowest of the compared OMol25 structures with the same formula, charge and spin**: 0.00 kJ/mol
**Orbital gap**: 10.37 eV
**Calculated total energy**: -62146.139 eV

=====

ORCA calculation (the ωB97M-V functional and the def2-TZVPD basis) on C16H33N5O6PdSSe2 as an isolated structure.

ORCA input file:
```
! wB97M-V def2-TZVPD RIJCOSX def2/J DEFGRID3
* xyz 0 3
Pd -0.37810 -0.30124 1.93427
O -5.31829 1.79937 5.24021
C -4.96227 2.00700 3.88583
C -3.74511 1.19923 3.39910
C -4.09915 -0.28291 3.35462
O -4.64116 -0.77433 4.59407
C -3.43834 1.73089 1.99494
Se -2.36639 0.64847 0.76021
C -2.60286 1.49608 4.36814
Se -0.87114 0.65015 4.09016
H -5.46391 0.84704 5.33730
H -4.73659 3.07147 3.78867
H -5.80342 1.78570 3.21791
H -3.23263 -0.87155 3.06186
H -4.86957 -0.44328 2.60038
H -3.91064 -0.91545 5.20439
H -2.95020 2.70123 2.09209
H -4.37657 1.89304 1.46047
H -2.88284 1.22621 5.38587
H -2.40088 2.56975 4.38460
N 2.28503 -1.17083 1.05416
C 2.11056 -2.62828 0.97040
C 2.34813 -3.32702 2.30267
C 1.33520 -3.05672 3.40708
N 1.22825 -1.62651 3.72930
H 2.39041 -0.78325 0.12383
H 3.14271 -0.95568 1.55291
H 2.77721 -3.07603 0.22627
H 1.08674 -2.82896 0.64291
H 3.35679 -3.08700 2.66471
H 2.34207 -4.40363 2.11473
H 1.61955 -3.65621 4.27809
H 0.34926 -3.40235 3.08796
H 2.15441 -1.23622 3.87131
H 0.72767 -1.49722 4.60161
C 4.93631 1.69984 -4.89772
C 3.81970 1.65433 -5.93225
S 2.22353 2.07063 -5.28449
O 2.37186 3.11996 -4.30378
O 1.31650 2.23277 -6.39117
C 1.74399 0.60761 -4.39985
C 0.35930 0.84059 -3.79447
N 0.09865 -0.09680 -2.70335
C 0.23955 0.20004 -1.38976
N -0.12631 -0.81840 -0.62041
C -0.52830 -1.80528 -1.46153
C -0.39370 -1.38231 -2.74449
N -0.62633 -2.12446 -3.94431
O -1.17365 -3.20182 -3.83014
O -0.28148 -1.61503 -5.00301
C 0.73507 1.51951 -0.91475
H 5.89965 1.59110 -5.39417
H 4.84578 0.89304 -4.16944
H 4.92474 2.64697 -4.36249
H 3.70164 0.67015 -6.38885
H 3.95586 2.38407 -6.73253
H 2.49401 0.45680 -3.62191
H 1.73197 -0.23284 -5.09284
H -0.40475 0.73380 -4.55609
H 0.29026 1.84018 -3.37426
H -0.90733 -2.75457 -1.12180
H 1.65153 1.81433 -1.43122
H 0.91577 1.46257 0.15509
H -0.01778 2.29224 -1.07703
*
```

Properties
**Energy above the lowest of the compared OMol25 structures with the same formula, charge and spin**: 109.03 kJ/mol
**Orbital gap (spin up / spin down)**: 5.88 / 5.28 eV
**Calculated total energy**: -181866.599 eV